1.
{
  "formula": "FHMgNO3S2Yb",
  "method": "the ωB97M-V functional and the def2-TZVPD basis",
  "e_homo_ev": [-9.6, -12.0],
  "multiplicity": 3,
  "fmax_ev_per_a": 3.9,
  "e_tot_ha": -2535.8197,
  "s2": 2.003,
  "total_charge": 1,
  "molar_mass_g_mol": 343.49,
  "species": ["Mg", "N", "S", "S", "O", "O", "F", "Yb", "O", "H"],
  "xyz": [[-2.401, -0.153, -2.426], [-0.079, 1.137, -0.543], [-0.700, 1.709, -2.089], [-0.994, 0.269, 0.356], [0.038, -0.453, 1.329], [-2.036, -0.519, -0.341], [-1.905, 1.202, 1.328], [2.077, 0.352, 0.299], [3.126, -1.312, 1.091], [2.874, -2.231, 0.997]]
}

---

2.
{
  "formula": "FHN2O",
  "method": "the ωB97M-V functional and the def2-TZVPD basis",
  "e_homo_ev": [-10.4, -11.9],
  "fmax_ev_per_a": 5.0,
  "e_tot_ha": -284.9863,
  "relative_energy_kj_mol": 448.6,
  "molar_mass_g_mol": 64.02,
  "species": ["N", "N", "O", "F", "H"],
  "xyz": [[1.591, -0.806, 0.197], [0.748, -0.047, 0.079], [-1.373, 0.128, -0.600], [0.682, 1.227, 0.201], [-1.649, -0.503, 0.123]]
}

---

3.
{
  "formula": "FHN2O3",
  "method": "the ωB97M-V functional and the def2-TZVPD basis",
  "e_homo_ev": -12.0,
  "fmax_ev_per_a": 3.4,
  "e_tot_ha": -435.3950,
  "relative_energy_kj_mol": 293.7,
  "molar_mass_g_mol": 96.02,
  "species": ["N", "N", "O", "O", "O", "F", "H"],
  "xyz": [[0.194, 0.502, 0.068], [-1.003, -0.412, -0.081], [-2.007, 0.172, -0.383], [-0.892, -1.591, 0.132], [1.378, -0.076, 0.494], [2.284, -0.099, -0.579], [0.046, 1.503, 0.350]]
}

---

4.
{
  "formula": "FHNO",
  "method": "the ωB97M-V functional and the def2-TZVPD basis",
  "e_homo_ev": [-3.2, -2.9],
  "fmax_ev_per_a": 4.5,
  "e_tot_ha": -230.2647,
  "total_charge": -1,
  "relative_energy_kj_mol": 306.2,
  "molar_mass_g_mol": 50.01,
  "species": ["N", "O", "F", "H"],
  "xyz": [[0.177, -0.269, -0.530], [0.028, 1.493, 0.318], [0.703, -1.081, 0.562], [-0.909, -0.144, -0.351]]
}

---

5.
{
  "formula": "FHNO3P",
  "method": "the ωB97M-V functional and the def2-TZVPD basis",
  "e_homo_ev": 0.8,
  "fmax_ev_per_a": 2.8,
  "e_tot_ha": -722.2494,
  "total_charge": -2,
  "relative_energy_kj_mol": 90.2,
  "molar_mass_g_mol": 112.98,
  "species": ["N", "O", "O", "O", "F", "P", "H"],
  "xyz": [[0.496, -0.558, -0.330], [-1.050, -1.596, -2.265], [-1.053, 0.890, -2.451], [-2.076, -0.265, -0.391], [1.945, -0.584, -0.104], [-1.071, -0.319, -1.507], [0.119, 0.181, 0.200]]
}

---

6.
{
  "formula": "FHNOS",
  "method": "the ωB97M-V functional and the def2-TZVPD basis",
  "e_homo_ev": [-3.0, -3.0],
  "fmax_ev_per_a": 2.4,
  "e_tot_ha": -628.5134,
  "total_charge": -1,
  "relative_energy_kj_mol": 342.9,
  "molar_mass_g_mol": 82.08,
  "species": ["N", "O", "F", "S", "H"],
  "xyz": [[-0.912, -0.140, 0.443], [0.488, 1.789, 0.280], [-1.608, -1.373, -0.107], [0.264, 0.509, -0.411], [1.768, -0.786, -0.204]]
}